Formula: C17H28N4O4ReS6SbSe
Source: the OMol25 dataset
Level of theory: ωB97M-V/def2-TZVPD

Highest occupied orbital energy: -14.30 eV
Net charge: +2
E_tot: -6293.27919 Eh
Energy above the lowest of the compared OMol25 structures with the same formula, charge and spin: 0.0 kcal per mole
Kohn-Sham gap: 6.9 eV

Cartesian coordinates (Å):
1 Re -0.34 0.68 -0.10
2 O -1.34 0.72 3.66
3 S -0.58 0.61 2.49
4 O 0.74 -0.03 2.53
5 O -0.41 1.86 1.59
6 O -1.33 -0.20 1.35
7 S -1.34 1.70 -1.59
8 Sb -0.45 -0.55 -3.50
9 S -0.18 -1.48 -1.02
10 S 1.87 1.03 -0.45
11 S 1.62 -0.34 -4.08
12 C 3.81 1.28 3.77
13 N 3.00 1.65 2.60
14 C 3.36 2.52 1.70
15 N 4.47 3.24 1.80
16 S 2.34 2.91 0.32
17 H 3.16 0.76 4.47
18 H 4.20 2.16 4.28
19 H 4.63 0.62 3.48
20 H 2.12 1.16 2.48
21 H 5.06 3.21 2.62
22 H 4.73 3.87 1.06
23 C -2.87 -5.37 2.20
24 C -1.58 -4.86 2.84
25 C -0.30 -5.29 2.12
26 C 0.01 -4.53 0.83
27 N -0.85 -4.90 -0.32
28 C -1.75 -4.12 -0.93
29 Se -2.19 -2.33 -0.46
30 N -2.37 -4.82 -1.89
31 C -3.47 -4.37 -2.77
32 C -4.83 -4.80 -2.25
33 C -5.25 -4.07 -0.97
34 C -6.59 -4.56 -0.44
35 C -1.85 -6.11 -1.90
36 C -2.13 -7.21 -2.70
37 C -1.38 -8.35 -2.47
38 C -0.38 -8.38 -1.49
39 C -0.10 -7.29 -0.69
40 C -0.87 -6.15 -0.92
41 H -3.73 -5.15 2.83
42 H -2.84 -6.45 2.06
43 H -3.06 -4.92 1.23
44 H -1.53 -5.25 3.86
45 H -1.60 -3.77 2.94
46 H -0.33 -6.37 1.92
47 H 0.56 -5.13 2.77
48 H 1.04 -4.70 0.52
49 H -0.11 -3.46 1.00
50 H -3.26 -4.78 -3.76
51 H -3.40 -3.28 -2.84
52 H -4.84 -5.88 -2.09
53 H -5.56 -4.60 -3.04
54 H -5.29 -3.00 -1.17
55 H -4.48 -4.22 -0.20
56 H -7.38 -4.41 -1.17
57 H -6.87 -4.04 0.47
58 H -6.55 -5.63 -0.21
59 H -2.90 -7.19 -3.46
60 H -1.57 -9.23 -3.06
61 H 0.18 -9.30 -1.35
62 H 0.68 -7.33 0.06